Record 1
35
Properties=species:S:1:pos:R:3 method="wB97M-V/def2-TZVPD" gap_ev=5.802 energy_ha=-751.1411
C 1.184 -3.009 -1.102
C 0.154 -2.981 -0.230
In -1.443 -1.337 -0.331
C -0.727 0.452 -1.412
C 0.342 1.293 -0.714
O 0.066 2.699 -0.752
C 0.527 3.352 -1.908
C -0.502 3.424 -3.035
C -2.231 -1.000 1.716
C -1.489 0.128 2.368
C -0.163 -0.227 2.871
O -1.307 0.018 3.745
H 2.232 -2.869 -0.807
H 1.018 -3.136 -2.163
H 0.043 -3.725 0.571
H -2.789 -2.001 -1.300
H -0.349 0.137 -2.380
H -1.592 1.080 -1.565
H 1.322 1.135 -1.164
H 0.411 1.072 0.347
H 0.737 4.376 -1.608
H 1.480 2.956 -2.258
H -0.424 4.341 -3.601
H -1.478 3.307 -2.584
H -0.385 2.556 -3.673
H -2.048 -1.839 2.379
H -3.281 -0.727 1.719
H -1.592 1.108 1.948
H 0.538 0.514 3.223
H 0.013 -1.293 2.917
N 2.356 -1.959 1.762
H 1.871 -1.142 1.384
H 1.715 -2.776 1.656
H 3.212 -2.123 1.237
H 2.577 -1.801 2.745

Record 2
19
Properties=species:S:1:pos:R:3 method="wB97M-V/def2-TZVPD" gap_ev="7.319 / 7.637" e_above_lowest_ev=4.347 energy_ha=-1119.1749
C -1.248 -0.513 -0.831
C -1.116 1.018 -0.527
C 0.075 0.446 0.443
N -0.219 -0.842 -0.020
O -2.022 -1.169 -1.507
Si -2.677 1.618 0.425
Si 3.232 0.566 -0.197
Si 0.616 -2.370 0.316
H -0.960 1.728 -1.285
H 0.030 0.594 1.496
H -1.960 2.671 1.179
H -3.219 0.412 1.062
H -3.548 2.467 -0.518
H 2.757 -0.312 -1.161
H 4.255 -0.159 0.567
H 3.899 1.791 -0.549
H 0.653 -2.429 1.853
H 1.863 -2.312 -0.506
H -0.412 -3.206 -0.240

Record 3
31
Properties=species:S:1:pos:R:3 method="wB97M-V/def2-TZVPD" gap_ev="9.730 / 7.785" e_above_lowest_ev=0.818 energy_ha=-2110.0467 spin_multiplicity=2
Pt -0.275 -0.039 0.258
O 1.462 -2.956 2.826
C 0.709 -2.856 1.730
O -0.440 -3.161 1.628
C 1.525 -2.443 0.530
C 2.619 -3.189 0.126
C 3.221 -2.913 -1.091
C 2.713 -1.900 -1.888
C 1.645 -1.173 -1.413
N 1.082 -1.434 -0.224
C 1.004 -0.052 -2.195
O 1.356 0.236 -3.298
O 0.006 0.554 -1.539
H 0.886 -3.241 3.554
H 2.972 -3.986 0.764
H 4.072 -3.495 -1.420
H 3.117 -1.649 -2.858
F -2.333 4.317 -0.099
C -1.961 3.857 1.097
F -1.256 4.802 1.710
F -3.039 3.595 1.826
C -1.066 2.606 0.913
O -1.681 1.447 0.628
O 0.122 2.698 0.970
F -0.174 -0.365 2.111
Sb -3.711 0.621 0.376
F -3.007 0.210 -1.316
F -4.240 2.295 -0.251
F -4.005 1.123 2.148
F -5.361 -0.195 0.122
F -2.853 -0.938 0.995

Record 4
26
Properties=species:S:1:pos:R:3 method="wB97M-V/def2-TZVPD" gap_ev=9.793 e_above_lowest_ev=2.775 energy_ha=-464.8277 smiles="C=C(C)C.C=CC.O=CO"
C 0.055 1.267 1.348
C -0.331 2.022 0.300
C -0.930 0.641 2.288
C 1.498 1.137 1.736
H 0.337 -0.853 0.278
H 1.704 1.729 2.629
H -1.371 2.290 0.174
H 0.364 2.710 -0.159
H 0.140 0.975 -1.302
H -0.774 -0.435 2.351
H -0.798 1.045 3.295
H -1.960 0.838 1.981
H 1.741 0.100 1.968
H 2.151 1.474 0.936
C -1.466 -1.598 -0.717
C 0.743 0.408 -2.159
C 0.016 -1.545 -0.508
C 0.878 -2.387 -1.062
O 0.034 0.014 -3.230
O 1.931 0.504 -2.177
H -0.910 -0.055 -3.041
H -1.948 -2.091 0.131
H -1.720 -2.153 -1.620
H -1.887 -0.592 -0.778
H 0.571 -3.095 -1.818
H 1.932 -2.350 -0.844

Record 5
35
Properties=species:S:1:pos:R:3 method="wB97M-V/def2-TZVPD" gap_ev=5.156 charge=+1 energy_ha=-1530.3434
H 0.218 -1.482 0.488
Si 0.112 1.280 2.986
Cl 2.008 1.447 3.701
C -0.335 2.759 1.952
C -0.910 0.238 4.148
H -1.294 2.545 1.448
H -0.390 3.632 2.615
H 0.455 2.914 1.184
H -1.901 0.072 3.673
H -0.413 -0.750 4.313
H -0.996 0.770 5.116
F -3.269 1.806 -2.306
C -2.898 0.569 -1.815
C -3.899 -0.366 -1.564
C -3.529 -1.630 -1.063
C -2.195 -1.854 -0.714
C -1.189 -0.915 -0.975
C 0.193 -1.434 -0.615
C 1.516 -0.807 -1.040
C 2.624 -1.640 -0.818
C 3.907 -1.297 -1.224
C 4.141 -0.010 -1.759
C 3.032 0.821 -1.985
F 3.266 2.077 -2.520
C 1.740 0.473 -1.577
C -1.553 0.345 -1.479
H -4.938 -0.143 -1.815
H -4.291 -2.372 -0.804
H -1.957 -2.765 -0.169
H 0.240 -2.499 -0.901
H 2.499 -2.567 -0.260
H 4.758 -1.958 -0.990
H 5.144 0.329 -2.007
H 0.984 1.237 -1.644
H -0.880 1.174 -1.576

Record 6
19
Properties=species:S:1:pos:R:3 method="wB97M-V/def2-TZVPD" gap_ev=9.738 e_above_lowest_ev=0.212 charge=-1 energy_ha=-918.9582
Cl 0.960 -0.572 -0.671
O -1.045 -1.611 -2.683
H -0.928 -1.067 -3.453
H -0.230 -1.355 -2.167
O 2.390 0.222 2.043
H 2.069 -0.066 1.186
H 1.644 0.780 2.330
O 0.012 1.596 2.190
H -0.621 1.625 2.865
H -0.338 1.024 1.508
O 0.150 -3.620 0.007
H -0.390 -3.601 -0.797
H 0.700 -2.849 -0.039
O 0.153 2.475 -0.809
H 0.457 1.599 -0.909
H 0.379 2.847 0.065
O -2.013 0.715 0.095
H -1.233 0.291 -0.332
H -2.115 1.567 -0.423